{"formula": "C4H8N3", "method": "wB97M-V/def2-TZVPD", "symbols": ["H", "N", "H", "C", "H", "C", "H", "H", "N", "H", "N", "H", "H", "C", "C"], "positions_angstrom": [[3.842853, -1.031274, -0.079208], [-1.222187, 0.029479, -1.266668], [-0.366518, 1.209603, -0.064283], [-1.851043, -0.004499, 0.740959], [-2.921027, -0.011749, 1.164157], [3.572973, -0.017262, 0.039053], [-1.047730, -0.240248, 1.529293], [-2.380937, -1.612094, -0.766532], [1.244424, 0.447154, -0.222761], [-0.711650, -1.610781, -0.232676], [2.341918, 0.241009, 0.090404], [4.279168, 0.721483, 0.269635], [-1.830991, 1.918619, -0.570233], [-1.389958, 0.942938, -0.265051], [-1.559290, -0.982374, -0.366090]], "forces_ev_per_a": [[0.255, -0.934, 0.012], [0.076, 0.541, -1.170], [1.695, 0.447, 0.235], [-0.565, -2.254, 3.538], [1.825, 0.315, -0.658], [0.293, -0.502, 0.643], [-1.595, 0.885, -0.510], [0.329, 0.006, -0.086], [2.101, -0.376, 1.414], [0.993, -1.133, -0.023], [-2.442, 0.642, -2.225], [0.726, 1.008, 0.208], [0.278, -0.264, 0.156], [-2.453, 2.267, -1.411], [-1.516, -0.649, -0.123]], "mulliken_charge": [0.25, -0.13, 0.33, -0.49, 0.33, -0.28, 0.24, 0.33, -0.27, 0.31, 0.04, 0.27, 0.38, 0.04, -0.33], "mol_weight_g_mol": 98.13, "e_homo_ev": [-13.0, -13.0], "total_charge": 1, "relative_energy_kcal_mol": 204.6, "e_lumo_ha": [-0.274, -0.274], "homo_lumo_gap_ha": [0.2033, 0.2031]}

{"formula": "C3H4CrO2", "method": "wB97M-V/def2-TZVPD", "symbols": ["O", "Cr", "C", "H", "H", "H", "O", "H", "C", "C"], "positions_angstrom": [[0.836405, -1.199458, -0.012096], [-0.599796, -2.074001, -0.852822], [-0.298207, 1.857006, 0.255789], [0.362856, 2.595448, 0.724981], [-1.132736, 2.352255, -0.255444], [-0.149975, 0.558392, 2.069876], [0.450794, 1.028115, -0.673421], [-1.748476, 0.494544, 1.284408], [-0.677676, 0.643600, 1.109799], [0.089938, -0.126620, -0.000564]], "forces_ev_per_a": [[-1.780, 2.895, 0.069], [-0.963, -1.368, -0.899], [-0.533, 0.682, 0.236], [-0.123, -0.306, -0.156], [0.300, -0.131, 0.135], [-0.045, -0.082, -0.347], [-0.556, -2.240, 0.402], [0.292, -0.204, -0.247], [-0.016, -0.170, -0.160], [3.424, 0.922, 0.967]], "mulliken_spin": [-0.03, 4.80, -0.01, 0.01, 0.00, 0.01, 0.11, 0.01, 0.03, 0.09], "mol_weight_g_mol": 124.06, "e_homo_ev": [-13.6, -16.0], "total_charge": 1, "relative_energy_kcal_mol": 0.0, "e_lumo_ha": [-0.193, -0.209], "multiplicity": 6, "homo_lumo_gap_ha": [0.3069, 0.3798]}

{"formula": "H4N2O3Si", "method": "wB97M-V/def2-TZVPD", "symbols": ["N", "N", "O", "Si", "H", "H", "O", "O", "H", "H"], "positions_angstrom": [[1.344590, 0.573930, -0.370288], [-0.915975, -0.882500, -1.623795], [-1.046805, -2.100229, -1.517979], [-0.878929, 0.235294, -0.007592], [1.387033, 1.445104, -0.913583], [-1.145904, -1.839627, 0.816174], [-0.877559, -0.293897, -2.676314], [-1.332085, -0.862088, 1.061390], [-2.002870, 1.217581, 0.235634], [1.892918, 0.864418, 0.468715]], "forces_ev_per_a": [[-3.001, 0.334, 1.115], [-0.682, 0.145, 0.975], [0.265, 0.740, 0.302], [3.210, -0.169, -1.335], [-0.295, -0.339, -0.193], [-0.325, 2.262, 0.494], [0.174, 0.335, -0.574], [0.628, -2.839, 0.201], [0.980, 0.052, -0.714], [-0.953, -0.520, -0.271]], "mulliken_charge": [-0.64, 0.86, -0.60, 0.53, 0.24, 0.40, -0.56, -0.43, -0.04, 0.23], "mol_weight_g_mol": 108.13, "e_homo_ev": -10.3, "total_charge": 0, "relative_energy_kcal_mol": 50.7, "e_lumo_ha": -0.006, "homo_lumo_gap_ha": 0.3713}

{"formula": "I2O2", "method": "wB97M-V/def2-TZVPD", "symbols": ["I", "O", "I", "O"], "positions_angstrom": [[1.447866, 0.768545, -0.127583], [1.714120, -0.755799, 0.779220], [-1.369294, 0.740080, 0.119053], [-1.792690, -0.752827, -0.770689]], "forces_ev_per_a": [[-0.755, 0.630, -0.338], [0.446, -0.767, 0.478], [0.604, 0.950, 0.386], [-0.295, -0.813, -0.526]], "mulliken_charge": [0.56, -0.58, 0.59, -0.58], "mol_weight_g_mol": 285.81, "e_homo_ev": [-9.4, -9.4], "total_charge": 0, "relative_energy_kcal_mol": 30.0, "e_lumo_ha": [-0.095, -0.095], "homo_lumo_gap_ha": [0.2500, 0.2500]}

{"formula": "H39O20", "method": "wB97M-V/def2-TZVPD", "symbols": ["H", "O", "H", "O", "H", "H", "H", "O", "H", "H", "O", "O", "H", "H", "O", "H", "H", "H", "H", "H", "H", "H", "H", "O", "H", "H", "H", "H", "H", "O", "O", "H", "H", "O", "H", "H", "H", "H", "O", "H", "H", "O", "H", "H", "H", "O", "O", "H", "H", "O", "O", "O", "H", "O", "O", "H", "O", "H", "H"], "positions_angstrom": [[-0.014513, -1.996021, -3.705179], [2.905968, 2.260979, 0.733882], [-4.750149, 0.541325, -1.598698], [-4.073012, 0.053999, -2.007532], [2.411999, 1.525304, 1.025034], [1.714752, -0.249557, -0.311996], [-0.045591, -1.534812, 2.081906], [5.269864, -1.820295, 1.847177], [3.791869, 2.067802, 0.276032], [-1.954440, -1.552419, -4.609082], [1.373760, 2.525934, -1.482739], [1.226007, 0.321155, 0.174621], [-0.191949, -0.205226, -1.817454], [-1.004341, 2.360317, -1.843992], [-0.853941, -1.298967, -0.599766], [0.226525, -4.274382, -0.726741], [0.874810, -0.875894, 3.810608], [-0.207149, -2.284932, -2.096215], [0.468409, 0.998026, -2.555336], [-1.624135, -0.625095, -3.392174], [0.547920, -0.244128, 0.657874], [0.981335, -4.005252, -2.063178], [-3.608531, 1.876691, 1.605697], [2.021255, 5.835292, -0.297214], [2.011908, 1.856635, -1.220059], [-2.833846, 2.588537, 0.510670], [-3.591440, -3.318545, -0.426532], [3.994600, -0.544444, -3.086738], [1.360914, 5.994860, 0.440076], [0.500397, -2.307543, -2.858061], [1.454056, -0.487022, 4.424008], [5.211113, -2.450616, 1.139363], [-2.507842, -2.818477, 3.660273], [-1.717037, -1.595582, -3.588643], [-1.359027, 0.402499, 2.094853], [-1.645612, -1.281553, -0.998753], [-2.334927, -3.461000, -1.240911], [1.693616, 0.264584, 3.921794], [-2.235613, 0.783148, 2.506041], [2.463208, -0.090878, -3.301010], [-2.901574, -0.133285, 2.694170], [-2.928154, -4.065641, -0.646184], [1.413523, 5.584069, -1.019227], [-0.805645, -1.354162, 0.505639], [5.416346, -1.027739, 1.390596], [-1.676048, -3.158717, 3.388157], [-1.110495, 3.015346, -1.155726], [0.152478, 2.865134, 3.390409], [1.334388, 3.013087, -0.685873], [-0.940553, -1.209194, 1.782355], [3.329175, 0.102570, -2.928272], [-0.408069, 0.517209, -2.520909], [-0.733722, 2.633355, -0.437381], [-3.686593, 2.663780, 1.042047], [0.814725, 2.447065, 3.977621], [-1.516079, -2.331704, 2.712729], [0.767896, -4.727119, -1.452788], [0.645831, 2.785968, 4.941400], [-3.353756, 0.450753, -2.427167]], "forces_ev_per_a": [[1.191, -1.045, 2.954], [3.262, 2.390, -1.171], [-0.455, 1.784, 0.479], [-0.580, -3.643, 0.140], [-0.388, -2.000, 0.098], [2.362, -3.011, -2.444], [-1.332, 0.302, -0.216], [-0.172, -1.292, 1.097], [-2.395, -0.140, 1.372], [0.404, -0.350, 3.173], [0.683, -0.821, -1.906], [-3.329, 1.593, 3.704], [-0.886, 1.245, -0.830], [0.190, -0.441, -0.227], [5.119, -0.765, 0.957], [1.129, -1.002, -1.532], [-1.578, -1.334, -0.804], [1.869, 0.305, -1.964], [-1.573, -0.252, 0.032], [0.396, -0.919, 0.001], [1.013, 1.088, -0.921], [-0.190, 0.089, -0.076], [0.297, 0.231, 0.040], [-1.934, 0.181, 0.853], [0.181, 0.035, -0.114], [-1.690, 0.303, 0.788], [1.229, -2.020, -0.137], [0.041, -1.039, -0.508], [1.340, -0.255, -1.106], [-1.379, 0.398, -0.391], [0.818, -0.424, 1.381], [-0.147, -0.730, -0.333], [-1.455, -0.158, 1.037], [-1.911, 1.557, -3.934], [-2.527, -0.196, 1.154], [-4.862, 0.216, -1.480], [-1.135, -2.023, 1.406], [0.667, 1.804, -0.368], [-1.858, -3.502, 0.380], [0.402, -0.774, -0.155], [3.653, 4.060, -1.031], [-0.090, 4.016, -1.331], [0.553, 0.025, 0.211], [-1.512, 0.017, -0.265], [0.313, 2.016, -0.770], [0.955, 2.112, -2.043], [-2.768, 2.447, -2.680], [0.361, -0.280, 0.797], [-0.083, 1.035, 1.241], [3.034, -0.702, 0.214], [-0.569, 1.707, 0.797], [1.996, -0.368, 0.805], [1.872, -1.887, 3.247], [1.374, -0.252, -1.106], [-0.562, 1.186, 2.103], [0.321, -2.249, 1.187], [-0.975, 0.776, 1.675], [0.215, -0.955, -2.997], [1.097, 1.908, -0.482]], "mulliken_charge": [0.43, -0.60, 0.29, -0.58, 0.35, 0.29, 0.06, -0.61, 0.27, 0.31, -0.59, -0.26, 0.58, 0.40, -0.53, 0.30, 0.37, 0.25, 0.26, 0.28, -0.02, 0.39, 0.39, -0.65, 0.20, 0.34, 0.32, 0.29, 0.32, -0.75, -0.63, 0.31, 0.30, -0.66, 0.51, 0.09, 0.33, 0.28, -0.81, 0.31, 0.28, -0.66, 0.32, 0.32, 0.29, -0.69, -0.67, 0.31, 0.34, -0.99, -0.60, -0.71, 0.29, -0.68, -0.57, 0.40, -0.69, 0.28, 0.30], "mol_weight_g_mol": 359.29, "e_homo_ev": -7.5, "total_charge": -1, "relative_energy_kcal_mol": 148.8, "e_lumo_ha": 0.072, "homo_lumo_gap_ha": 0.3475}

{"formula": "H11NSi4", "method": "wB97M-V/def2-TZVPD", "symbols": ["H", "H", "Si", "H", "Si", "Si", "H", "H", "H", "H", "H", "Si", "H", "H", "N", "H"], "positions_angstrom": [[-0.585134, -1.761605, -1.431675], [2.396737, -1.957858, 1.438189], [-0.599443, -0.620738, -0.461544], [0.292373, 1.594838, 1.146169], [-2.637024, 0.416002, -1.136674], [1.554329, -2.320238, 2.563260], [1.418121, 2.623804, -0.755291], [1.604792, -0.553702, -0.918794], [-3.504459, -0.841096, -1.313220], [-0.584230, -1.327632, 0.857989], [1.346176, -0.829526, 2.881998], [1.396999, 1.509877, 0.175889], [-2.639624, 0.627642, -2.623900], [2.653371, 1.480793, 0.860971], [0.896112, 0.107704, -0.642313], [-3.009095, 1.851735, -0.641054]], "forces_ev_per_a": [[-0.146, 0.125, 0.080], [0.707, 0.242, -1.003], [-1.229, -1.369, -0.303], [-0.086, 0.569, 0.290], [0.094, 0.219, -0.972], [-0.884, 0.145, 0.865], [0.005, 0.574, -0.166], [0.126, -0.011, -0.288], [-0.066, 0.884, 1.019], [-0.424, 0.127, 0.232], [0.025, -0.282, 0.005], [-0.974, 0.363, 0.121], [0.596, 0.192, 0.247], [0.832, -0.272, 0.365], [1.527, 0.012, -0.569], [-0.102, -1.519, 0.080]], "mulliken_charge": [-0.14, -0.09, 0.23, -0.11, 0.23, 0.17, -0.15, 0.30, -0.07, -0.21, -0.06, 0.28, -0.09, -0.10, -0.12, -0.08], "mol_weight_g_mol": 137.44, "e_homo_ev": -8.9, "total_charge": 0, "relative_energy_kcal_mol": 44.7, "e_lumo_ha": -0.038, "homo_lumo_gap_ha": 0.2902}